Density functional theory data (the ωB97M-V functional and the def2-TZVPD basis) for a 10-piece molecular cluster, C45H117N7O14 overall in a non-equilibrium geometry.

```
! wB97M-V def2-TZVPD RIJCOSX def2/J DEFGRID3
* xyz 0 1
O -2.27362 -2.21592 -4.99506
H -2.18943 -10.69701 -9.17179
C 6.47612 -6.05757 -1.92125
C 7.39848 0.72290 -11.88094
H 5.27527 0.50836 -9.63222
H 3.90866 -1.46509 -8.92139
H 3.00665 -0.68243 -5.58444
H 2.30262 -5.68754 -8.05523
H -3.32119 -2.89321 -8.70292
H 7.38898 -1.98915 -11.03426
H 7.20288 0.48214 -10.83395
H -1.40733 -0.12425 -1.30872
H -4.96882 -0.12163 -5.76719
H 5.53745 -2.37659 -3.15271
H -2.27462 -3.17272 -5.07683
N 6.05957 0.84768 -12.50350
C 2.77590 -3.40064 -5.22791
H 6.99921 2.32949 -4.65885
H 4.37034 1.70051 -2.34227
H 2.70484 -6.76593 0.63132
O 5.68380 3.83645 -4.41579
C 4.00932 -8.29427 -5.64861
H 1.46160 -7.04693 -5.41239
H 1.08139 -3.81859 -1.77968
H 1.54743 1.61249 -7.88426
H 7.52315 -6.56005 -3.71228
H 5.86198 -2.79887 -4.89920
H -0.82505 2.71016 -5.57963
C -0.16261 -7.87266 -7.51570
H 0.76965 -2.90629 -11.66911
H 1.35253 -10.17292 1.74607
C -0.04559 -8.67189 1.11936
C 1.79030 0.43291 -2.22026
H 5.85449 -2.23606 -12.00063
N -1.69496 -5.02308 -8.37218
C 2.28206 -2.47140 -6.35049
H 2.36160 0.54173 -3.14719
C 1.46982 -4.68279 -2.32592
H 2.89168 -6.11643 -5.67004
H -1.76360 -7.76188 -9.06247
H 2.39366 -8.24055 -0.19061
H 2.50919 -1.22019 -10.06089
C 0.39322 -10.12276 1.21791
O 7.10517 -0.00562 -1.51367
C 5.05597 1.40828 -11.55973
H -3.73704 -0.51040 -6.86631
C 6.19839 -2.88360 -3.87093
O 0.27779 -2.15615 -9.79670
H -3.39253 -10.82014 -7.93387
H 1.07633 5.65169 -4.95907
H -0.58269 -9.02241 -9.18178
H 3.51525 -8.91423 -4.89338
H 2.39527 -4.23150 -2.69173
H -3.58084 -9.57985 -9.19771
H 5.08879 -0.43626 -1.44451
H 0.12102 -0.22411 -0.36344
H 7.58700 -4.23377 -2.06452
H 5.66011 -0.06465 -12.70309
H 1.73201 1.40782 -1.73356
N 5.14381 -6.59237 -2.27470
H -1.59105 -12.69585 1.25931
N 0.88075 -7.17018 -8.27614
C 6.07983 2.69462 -5.13207
C 0.04911 -2.23658 -11.19579
C -1.47966 -3.76089 -9.11126
O 7.55138 -1.48755 -13.04349
H 2.80979 -0.52535 -7.21375
H 1.58237 -7.85196 -8.54959
H 1.95271 -4.09225 -5.06282
H -2.62512 -5.34553 -8.62740
H 8.64420 0.21290 -13.49750
H 1.14150 3.96806 -8.29701
H 3.76620 -3.80310 -5.43378
H 1.07514 1.57898 -6.08608
O 2.02257 -5.76695 -1.58209
H 2.71990 1.34095 -6.66581
H -0.68649 5.80369 -4.96482
C 5.77054 0.42412 -1.36308
C 1.58582 -6.20408 -7.40910
H 0.19472 -1.23248 -11.59753
H 2.88879 -2.76176 -4.34797
C 3.19231 -1.25798 -6.49857
H -2.07051 -1.63490 -9.04061
H 4.77862 4.57047 -6.03353
H 0.06209 4.31983 -4.33678
C 0.14241 5.10868 -5.08456
C -2.86600 -10.09733 -8.55446
H 7.32767 -7.94119 -2.77701
H 9.16401 -0.66526 -12.11992
H -0.07493 0.41088 -3.24020
H 4.53030 -7.46321 -5.17590
H 4.41961 -6.08504 -1.75917
H 2.16662 -3.07742 -7.25719
H 0.55653 -1.30053 -4.13294
C -0.39103 -0.50940 -1.28775
C -0.03952 4.45368 -6.47693
C 1.14553 -6.37781 -0.66097
C 5.39579 1.36824 -2.49589
H 3.62083 3.83767 -4.97271
H 4.88198 -6.26826 -3.20783
H 8.49336 -6.69692 -2.22234
H 0.40059 -2.67548 -5.76591
H -0.43777 -1.58978 -1.12334
C 7.50954 -6.87452 -2.66116
H 4.23251 -1.52885 -6.64877
C 5.15813 1.45379 -4.92681
H 6.16408 2.14530 -2.44055
C 8.25463 -0.34275 -12.64320
H 0.96457 -7.05935 2.09078
H -0.49035 -8.40121 0.15632
H 0.74781 -10.57864 0.27804
H 8.71567 -0.86198 -0.60326
H 6.31159 0.16386 -3.81654
H -2.13773 -2.49407 -7.48622
N 5.41555 0.63774 -3.77243
H 0.35649 -3.16972 -8.09279
H -1.05887 -5.62742 -8.89735
O -2.10852 -9.24345 -7.72361
H 7.69027 0.03078 0.51874
H -4.13074 -2.62953 -3.06460
H 0.30621 -8.62820 -6.88055
N -0.97455 3.34151 -6.35418
H -0.99479 -2.46253 -11.41622
C 1.25706 4.20537 -7.23225
C -3.95436 -0.51021 -5.79126
C 6.53122 -4.53637 -2.16621
H 0.73950 -4.11466 -9.48106
H 6.35261 2.98212 -6.15297
H 2.42335 -0.20716 -1.59802
H 4.68281 -8.96394 -6.17942
C 1.88296 -7.38934 0.25480
C 1.78884 1.89015 -6.85200
H 5.53812 0.83813 -0.37813
C -1.39053 -11.67497 0.93905
H -0.70118 -7.14769 -6.89822
H 5.25804 0.82193 -5.81361
H 0.57739 -5.70684 -0.01521
C 6.94114 -2.23050 -12.00385
C 0.01296 -3.37897 -9.10958
C 2.21595 -6.81579 -6.17442
O 0.70458 -1.48380 -3.19327
H 0.84877 -5.41094 -7.24672
C 4.52105 4.45080 -4.97441
H 0.84389 -5.12236 -3.10251
H -4.16248 -2.68611 -5.54725
H 7.26595 -1.57195 -0.14895
H 4.29414 1.81816 -12.22858
H 4.13313 1.83759 -4.92652
O -0.53893 -10.99021 1.80931
H -3.20643 0.20704 -5.43986
O 4.22828 -0.80750 -10.91173
O 3.01440 -7.90769 -6.58637
C 0.44793 -0.23648 -2.52947
O 6.21396 -4.23931 -3.49744
H 3.59809 -2.64325 -10.20269
C -2.27846 -2.58747 -8.56330
H 5.84138 -4.00212 -1.50116
H 4.35510 5.40449 -4.48543
H 7.95229 1.64846 -12.02479
N 1.06956 -7.77112 1.39239
C -3.65553 -1.83561 -5.07845
C 7.68121 -0.58074 -0.38705
C -4.11726 -1.69929 -3.62568
H 7.20383 -2.45481 -3.74979
H -2.37024 -11.17626 0.86677
H 0.49756 -6.99437 -1.30539
H -5.08345 -1.18273 -3.63904
C 3.52443 -1.59226 -9.93392
H -1.11668 -11.68139 -0.12297
C 4.56548 0.46168 -10.46741
H 5.47951 2.31386 -11.11553
H -3.46218 -0.97820 -3.13101
H -0.61127 5.17405 -7.07253
H -0.87438 -8.58017 1.82590
H 7.29421 -3.25281 -12.20694
O 2.14519 3.23994 -6.67177
H -1.00997 2.78975 -7.20204
C -1.19201 -8.46853 -8.44422
H 3.66378 0.97981 -10.09639
H 6.53324 -6.22265 -0.84290
H 1.80916 5.14867 -7.26795
O 0.99117 -1.95990 -6.03073
H -1.79386 -3.88900 -10.15322
*
```

Computed properties:
SMILES string   COC[C@H](C)N.COC[C@H](C)N.COC[C@H](C)N.COCCNCCOC.COCCNCCOC.COCCNCCOC.COCCNCCOC.CC(C)O.CC(C)O.CC(C)O
E_LUMO   0.41 eV
Energy   -87647.753 eV
F_max   2.61 eV/A